{"formula": "C19H42BINO9", "method": "wB97M-V/def2-TZVPD", "spin_multiplicity": 1, "fmax_ev_per_a": 1.93, "homo_lumo_gap_ha": 0.25012, "lumo_ev": -3.86, "charge": 1, "symbols": ["C", "C", "N", "C", "I", "C", "O", "C", "B", "C", "O", "C", "O", "H", "H", "H", "H", "H", "H", "H", "H", "H", "H", "H", "H", "H", "H", "C", "O", "C", "C", "O", "C", "C", "O", "C", "H", "H", "H", "H", "H", "H", "H", "H", "H", "H", "H", "H", "H", "H", "C", "O", "C", "C", "O", "C", "C", "O", "C", "H", "H", "H", "H", "H", "H", "H", "H", "H", "H", "H", "H", "H", "H"], "positions_angstrom": [[-2.9949, -1.0866, 2.9782], [-3.9847, -0.1708, 2.9906], [-4.1200, 0.7477, 1.8345], [-5.0418, 0.1607, 0.7639], [-6.5980, -1.0903, 1.5665], [-5.5936, 1.2172, -0.2339], [-5.7984, 2.5033, 0.2839], [-4.6203, 2.9561, 0.9133], [-4.5581, 4.5365, 1.1581], [-3.1601, 5.2546, 1.1041], [-5.6927, 5.2376, 1.4570], [-4.5009, 2.1492, 2.2231], [-5.7375, 2.0005, 2.8313], [-1.9468, -0.8413, 2.8199], [-3.2784, -2.1132, 3.1869], [-4.6725, -0.0163, 3.8069], [-3.1722, 0.7931, 1.4466], [-4.4177, -0.5262, 0.2044], [-4.9519, 1.2307, -1.1209], [-6.5658, 0.8597, -0.5574], [-3.7564, 2.6568, 0.3019], [-2.9370, 5.6164, 2.1092], [-2.3686, 4.5571, 0.8280], [-3.1499, 6.0618, 0.3752], [-6.0785, 5.7367, 0.7334], [-3.7592, 2.5877, 2.8934], [-6.2341, 2.8248, 2.7739], [1.2679, -4.2533, 4.5164], [1.1041, -4.5878, 3.1517], [-0.0968, -4.1864, 2.5427], [0.0299, -3.1407, 1.4391], [0.6431, -1.8974, 1.7286], [1.9975, -1.8477, 2.1574], [3.0786, -2.3618, 1.2183], [2.9669, -3.7182, 0.8497], [2.7087, -3.9782, -0.5181], [1.1877, -5.1535, 5.1301], [2.2689, -3.8423, 4.6615], [0.5345, -3.5164, 4.8534], [-0.8248, -3.8565, 3.2943], [-0.5171, -5.0755, 2.0571], [-0.9960, -2.8805, 1.1511], [0.4669, -3.5759, 0.5395], [2.0960, -2.2891, 3.1496], [2.2084, -0.7834, 2.2978], [4.0216, -2.2677, 1.7693], [3.1555, -1.7162, 0.3371], [2.4380, -3.0754, -1.0710], [1.8870, -4.6952, -0.5938], [3.5866, -4.4354, -0.9795], [1.8922, 0.5875, -1.5297], [2.3743, 0.0871, -2.7558], [1.7951, 0.6202, -3.9292], [2.7190, 1.4429, -4.8189], [3.3775, 2.5664, -4.2719], [4.2884, 2.4197, -3.1987], [5.5393, 1.5774, -3.4058], [5.3199, 0.2210, -3.7343], [5.7422, -0.1922, -5.0195], [1.2940, -0.1835, -1.0306], [2.7438, 0.8149, -0.8833], [1.2948, 1.4946, -1.6528], [0.8933, 1.1953, -3.6914], [1.4802, -0.2340, -4.5397], [2.0816, 1.8475, -5.6104], [3.4335, 0.7990, -5.3347], [3.7621, 2.1195, -2.2906], [4.6460, 3.4337, -2.9987], [6.0569, 1.5821, -2.4391], [6.2034, 2.0573, -4.1312], [6.0064, 0.6503, -5.6618], [4.9336, -0.7518, -5.4961], [6.5993, -0.8641, -4.9298]], "forces_ev_per_angstrom": [[-0.503, 0.375, 0.100], [0.562, -0.671, -0.232], [1.074, 0.834, 1.371], [-0.314, -0.087, -0.072], [0.115, 0.231, -0.074], [-0.401, -0.298, 0.114], [0.129, 0.076, -0.249], [0.086, -0.393, 0.496], [0.433, 0.686, -0.277], [-0.171, -1.022, 0.031], [-0.214, -0.698, -0.233], [-0.862, 0.694, -0.713], [0.287, -0.062, 0.507], [-0.107, -0.324, -1.629], [0.502, 0.156, 1.647], [-1.083, -0.655, -0.711], [-0.087, 0.037, -0.301], [0.094, -0.151, 0.123], [0.269, 0.218, 0.082], [-0.040, -0.037, -0.102], [0.150, 0.300, -0.118], [0.051, 0.408, -0.061], [0.159, 0.070, -0.015], [-0.031, 0.304, 0.179], [-0.170, 0.367, 0.167], [0.373, -0.478, 0.050], [-0.174, 0.072, -0.113], [0.140, -0.180, -0.026], [0.012, 0.272, -0.002], [-0.072, -0.139, 0.013], [0.098, -0.082, -0.390], [-0.253, 0.246, 0.084], [0.113, 0.012, 0.329], [0.185, -0.090, 0.005], [-0.281, 0.144, -0.103], [0.071, -0.207, 0.061], [-0.093, 0.032, 0.041], [-0.008, 0.011, -0.007], [-0.014, 0.009, -0.007], [0.077, 0.067, 0.066], [-0.159, 0.075, -0.009], [-0.016, -0.002, 0.067], [0.189, -0.117, 0.151], [0.018, -0.244, -0.113], [-0.065, 0.024, -0.081], [-0.011, 0.196, 0.001], [-0.098, -0.061, -0.062], [0.028, 0.025, 0.005], [0.005, 0.006, 0.001], [0.023, 0.092, -0.051], [0.099, -0.297, 0.039], [0.045, 0.205, 0.002], [-0.099, -0.100, -0.068], [0.287, -0.164, -0.239], [-0.133, 0.205, -0.023], [-0.129, 0.019, 0.229], [0.103, -0.092, 0.150], [-0.143, 0.167, -0.169], [-0.030, -0.211, 0.101], [-0.097, 0.094, 0.037], [-0.022, 0.036, 0.010], [0.006, 0.020, -0.022], [0.056, 0.070, 0.112], [-0.094, 0.083, -0.074], [-0.021, 0.062, 0.047], [0.039, -0.137, 0.220], [0.036, -0.250, -0.055], [0.005, 0.015, -0.080], [0.071, 0.161, -0.031], [-0.069, -0.044, -0.103], [0.009, 0.023, 0.011], [0.002, 0.013, -0.006], [0.064, 0.079, -0.033]], "mulliken_charge": [-0.96, -0.36, 0.09, -0.75, 0.25, -0.51, -0.35, -0.37, 0.41, -0.92, -0.55, -0.17, -0.43, 0.39, 0.28, 0.59, 0.52, 0.61, 0.26, 0.50, 0.26, 0.33, 0.30, 0.34, 0.33, 0.54, 0.35, -0.78, -0.32, -0.53, -0.28, -0.40, -0.33, -0.33, -0.33, -0.74, 0.25, 0.26, 0.36, 0.34, 0.36, 0.47, 0.05, 0.12, 0.48, 0.36, 0.15, 0.33, 0.26, 0.25, -0.80, -0.24, -0.56, -0.27, -0.47, -0.16, -0.47, -0.28, -0.82, 0.19, 0.21, 0.44, 0.41, 0.33, 0.42, 0.06, -0.03, 0.43, 0.35, 0.37, 0.41, 0.24, 0.24]}

{"formula": "C24H27BrCsN2O3Te2", "method": "wB97M-V/def2-TZVPD", "spin_multiplicity": 1, "fmax_ev_per_a": 0.70, "homo_lumo_gap_ha": 0.19495, "relative_energy_kcal_mol": 0.00, "lumo_ev": 1.83, "charge": -1, "symbols": ["Cs", "O", "C", "C", "C", "C", "C", "C", "C", "O", "N", "N", "C", "C", "Br", "C", "C", "C", "C", "C", "C", "C", "H", "H", "H", "H", "H", "H", "H", "H", "H", "H", "H", "H", "H", "H", "O", "H", "H", "Te", "C", "C", "C", "C", "C", "C", "H", "H", "H", "H", "H", "C", "Te", "C", "H", "H", "H", "H", "H", "H"], "positions_angstrom": [[-0.6822, 0.0829, 1.3275], [3.6241, 0.3859, -3.0865], [3.9954, 1.4067, -2.2606], [4.9386, 2.3076, -2.7398], [5.3737, 3.3513, -1.9386], [4.8640, 3.5037, -0.6570], [3.9216, 2.5986, -0.1883], [3.4681, 1.5462, -0.9707], [2.4952, 0.5369, -0.3514], [1.9759, 0.9185, 0.8141], [1.4351, 0.2768, -1.4293], [0.7646, -0.8983, -1.3242], [-0.3480, -1.0589, -1.9238], [-1.0772, -2.3498, -1.8379], [-2.3672, -2.5570, -0.4465], [-0.9507, -3.3282, -2.7291], [-0.0632, -3.3456, -3.9083], [-0.5588, -3.8860, -5.0964], [0.2141, -3.9103, -6.2458], [1.5069, -3.4051, -6.2244], [2.0211, -2.8901, -5.0429], [1.2467, -2.8646, -3.8929], [2.7794, 0.0466, -2.7303], [5.3190, 2.1688, -3.7439], [6.1134, 4.0453, -2.3191], [5.2036, 4.3127, -0.0230], [3.5244, 2.6719, 0.8164], [2.9994, -0.4507, -0.3251], [0.8514, 1.0892, -1.6257], [-0.8156, -0.2618, -2.5130], [-1.6010, -4.1903, -2.6140], [-1.5681, -4.2808, -5.1159], [-0.1941, -4.3247, -7.1591], [2.1135, -3.4214, -7.1207], [3.0329, -2.5066, -5.0118], [1.6663, -2.4883, -2.9707], [1.7795, -0.9064, 2.7262], [2.0517, -0.2283, 2.0492], [2.0653, -1.7509, 2.3697], [-3.4758, -1.4182, 3.1600], [-5.2862, -1.2614, 4.2305], [-5.5624, -2.0939, 5.3185], [-6.7604, -2.0011, 6.0146], [-7.7223, -1.0712, 5.6431], [-7.4651, -0.2368, 4.5630], [-6.2672, -0.3324, 3.8688], [-4.8240, -2.8271, 5.6183], [-6.9425, -2.6639, 6.8534], [-8.6577, -0.9989, 6.1850], [-8.2044, 0.4946, 4.2551], [-6.0824, 0.3211, 3.0251], [0.3215, 4.3479, 4.4771], [1.2304, 2.9045, 3.1878], [1.0516, 4.1390, 1.4574], [-0.6082, 4.6925, 4.0289], [0.9895, 5.1891, 4.6457], [0.0962, 3.8714, 5.4289], [1.7477, 4.9727, 1.5046], [0.0284, 4.5076, 1.4050], [1.2744, 3.5189, 0.5929]], "forces_ev_per_angstrom": [[-0.483, 0.056, 0.498], [-0.031, -0.015, 0.022], [0.006, -0.012, -0.002], [0.017, 0.008, -0.007], [-0.010, -0.007, -0.001], [-0.003, -0.008, -0.014], [0.009, 0.035, 0.027], [0.071, 0.006, 0.042], [-0.328, -0.005, -0.231], [0.146, 0.028, -0.073], [0.185, -0.134, -0.132], [-0.028, -0.030, 0.112], [-0.112, 0.049, 0.313], [0.266, -0.097, -0.457], [0.110, 0.235, 0.003], [-0.117, -0.156, 0.100], [0.037, 0.035, -0.062], [-0.011, -0.004, 0.003], [-0.001, 0.000, 0.002], [-0.002, 0.008, 0.018], [0.012, -0.006, -0.047], [-0.006, 0.004, 0.053], [0.026, 0.023, -0.027], [0.002, 0.002, -0.003], [0.000, 0.001, -0.004], [0.001, 0.000, 0.002], [0.006, -0.013, -0.014], [0.034, -0.003, 0.013], [0.018, 0.050, 0.004], [0.005, 0.035, 0.044], [0.035, -0.007, -0.049], [0.002, 0.000, 0.001], [0.003, 0.000, -0.001], [0.000, -0.001, -0.001], [0.001, 0.006, 0.015], [-0.006, -0.011, -0.009], [0.091, -0.006, 0.047], [-0.005, 0.019, -0.085], [0.057, -0.060, 0.027], [-0.005, -0.048, -0.050], [-0.075, 0.023, -0.038], [0.001, -0.002, 0.007], [0.016, -0.005, -0.005], [-0.001, 0.002, 0.002], [-0.003, 0.001, -0.003], [0.015, -0.007, 0.009], [0.006, 0.004, 0.004], [-0.003, 0.003, 0.002], [0.002, 0.000, 0.001], [0.001, -0.001, 0.003], [0.000, 0.006, 0.005], [-0.002, 0.079, -0.042], [0.099, -0.093, -0.088], [-0.091, 0.066, 0.071], [-0.006, 0.004, 0.022], [-0.011, 0.011, -0.006], [0.019, -0.044, -0.015], [0.002, 0.002, -0.010], [0.013, 0.024, -0.041], [0.022, -0.050, 0.047]], "nbo_charge": [0.90, -0.72, 0.39, -0.31, -0.20, -0.26, -0.17, -0.18, 0.27, -0.95, -0.51, -0.21, -0.07, -0.10, 0.09, -0.22, -0.08, -0.20, -0.21, -0.22, -0.21, -0.15, 0.49, 0.21, 0.20, 0.20, 0.24, 0.13, 0.35, 0.17, 0.22, 0.21, 0.21, 0.21, 0.22, 0.22, -1.01, 0.51, 0.46, -0.55, -0.20, -0.26, -0.21, -0.26, -0.22, -0.26, 0.21, 0.19, 0.20, 0.19, 0.21, -0.90, 0.48, -0.89, 0.22, 0.21, 0.23, 0.21, 0.21, 0.24]}

{"formula": "C5H13N3O2", "method": "wB97M-V/def2-TZVPD", "spin_multiplicity": 2, "fmax_ev_per_a": 2.84, "homo_lumo_gap_ha": [0.38256, 0.22501], "relative_energy_kcal_mol": 17.78, "s_squared": 0.759, "lumo_ev": [-3.24, -7.53], "charge": 1, "symbols": ["C", "C", "C", "N", "N", "N", "H", "H", "H", "H", "H", "H", "H", "H", "H", "H", "C", "C", "O", "O", "H", "H", "H"], "positions_angstrom": [[-1.9218, -2.2541, 0.0681], [-2.4768, -1.6697, 1.3735], [-0.0057, -1.5647, -1.1632], [-1.1283, -1.1968, -0.5214], [0.2959, -2.8374, -1.5518], [0.9243, -0.7104, -1.4512], [-1.4599, -3.2194, 0.2794], [-2.6611, -2.4467, -0.7282], [-3.0148, -2.3740, 1.9995], [-2.8822, -0.7065, 1.1089], [2.5686, 1.4020, 0.4591], [-0.4753, -3.3283, -1.9652], [1.2050, -3.1235, -1.2374], [0.8243, 0.2138, -1.0321], [1.2851, -0.6748, -2.3922], [-1.5920, -1.4669, 1.9865], [1.4818, 4.2780, 0.9545], [1.3440, 2.9767, 0.2543], [1.9253, 1.9353, 0.9311], [0.9807, 2.7913, -0.8756], [1.9492, 4.9610, 0.2466], [2.1828, 4.2617, 1.7934], [0.6507, 4.7534, 1.4634]], "forces_ev_per_angstrom": [[-0.196, 0.356, 0.220], [1.272, -0.058, -0.178], [0.099, -2.175, -0.532], [-0.183, -0.522, 0.581], [-1.023, 1.658, 0.364], [0.280, 2.823, 0.202], [0.591, 0.128, -0.375], [-0.515, 0.073, 0.278], [-0.764, 0.152, -0.473], [-0.864, 0.080, 0.515], [-0.215, 0.101, -0.637], [0.410, -1.201, 0.349], [0.137, -0.857, -0.849], [0.022, 0.172, -0.083], [0.644, -0.535, 0.052], [0.024, 0.169, -0.082], [0.806, 0.968, 1.107], [1.211, -1.016, -0.756], [-0.165, 0.230, 1.511], [-0.514, 0.221, -0.029], [-0.463, 0.158, -0.194], [0.188, -0.719, -0.246], [-0.780, -0.205, -0.745]], "nbo_charge": [-0.31, -0.60, 0.59, -0.17, -0.78, -0.67, 0.22, 0.26, 0.25, 0.24, 0.50, 0.43, 0.44, 0.44, 0.44, 0.22, -0.76, 0.81, -0.74, -0.58, 0.26, 0.25, 0.27]}